Record 1
ORCA calculation (wB97M-V/def2-TZVPD) on 5 unconnected molecules or ions with the total composition C6H24N2O4.

The calculation puts the energy relative to the best compared isomer or geometry (same formula, charge and spin) at 3.4577 eV. Its SMILES is CCNCCNCC.O.O.O.O. Its energy is -653.34434 Eh. As for the total charge: 0. As for the HOMO energy: -8.31 eV.

Geometry (Å):
C (0.816, -1.981, 2.665)
C (-0.058, -2.951, 1.949)
H (3.589, 0.981, 1.853)
H (0.512, -0.948, 2.482)
C (-2.822, 0.270, -2.494)
H (0.897, -2.180, 3.734)
H (0.989, 3.347, 0.052)
H (-2.964, 0.743, -3.470)
H (1.819, -2.197, 2.263)
H (-2.448, -2.007, 1.170)
H (-0.992, -3.136, 2.667)
N (-0.391, -2.486, 0.575)
O (1.737, -0.934, -1.324)
H (-2.387, -0.744, -2.619)
H (2.270, 1.568, 1.644)
C (-1.658, -1.678, 0.400)
H (2.148, 2.355, -1.852)
H (0.694, 2.100, -1.665)
H (-2.598, 0.173, 0.179)
C (-1.823, 1.137, -1.644)
H (-1.240, 1.791, -2.335)
H (2.156, -0.164, -0.898)
H (1.836, 3.670, 1.291)
H (-2.089, -1.919, -0.528)
H (2.020, -1.328, -2.009)
O (1.207, 2.785, -1.957)
H (-2.490, 1.707, -0.936)
N (-0.860, 0.542, -0.741)
H (-3.853, 0.010, -2.012)
O (1.076, 3.257, 0.989)
H (0.498, -3.892, 1.829)
O (2.736, 0.843, 1.358)
H (-0.919, 0.199, 1.211)
C (-1.617, -0.193, 0.358)
H (0.375, -1.796, 0.329)
H (-0.146, 0.052, -1.159)

Cartesian forces (eV/Å) of the 6 atoms listed first:
C 1.4 0.0 0.2
C -2.4 -0.5 0.7
H -1.1 -0.7 -0.9
H 0.2 -0.1 0.2
C -0.4 -1.4 0.9
H -0.2 0.1 0.1

Atom charges from the Mulliken analysis, given in e for atoms 1 to 8:
1 C -0.92
2 C -0.30
3 H 0.27
4 H 0.17
5 C -1.02
6 H 0.38
7 H 0.37
8 H 0.36

***

Record 2
ORCA calculation (wB97M-V/def2-TZVPD) on C5H9F2N in the gas phase.

The calculation puts the energy relative to the best compared isomer or geometry (same formula, charge and spin) at 2.3379 eV. Its energy is -450.29098 Eh. As for the total charge: 0. As for the HOMO energy: -7.63 eV.

Geometry (Å):
C (0.403, 0.176, 0.956)
H (-0.631, 2.082, 0.025)
F (0.266, -1.954, -0.247)
N (-0.355, 0.319, -2.423)
C (-0.584, -0.495, 1.963)
H (-0.799, -1.461, 1.403)
H (-0.320, -0.526, 2.998)
H (-1.557, 0.086, 1.940)
C (0.447, 0.702, -1.383)
H (-1.403, 0.429, -0.209)
H (-1.191, -0.068, -2.045)
H (0.174, -0.213, -3.043)
C (-0.420, 0.935, -0.074)
F (2.362, -1.235, 0.300)
H (1.258, 0.800, 1.374)
H (1.290, 1.268, -1.566)
C (1.060, -0.847, 0.029)

Cartesian forces (eV/Å) of the 6 atoms listed first:
C 0.2 0.0 1.5
H 0.3 -2.1 0.5
F 1.1 0.7 0.4
N 0.2 1.3 0.5
C -1.3 0.5 -1.9
H 0.0 0.8 1.7

Atom charges from the Mulliken analysis, given in e for atoms 1 to 8:
1 C 0.60
2 H 0.25
3 F -0.32
4 N -0.52
5 C -1.31
6 H 0.34
7 H 0.33
8 H 0.26

***

Record 3
ORCA calculation (wB97M-V/def2-TZVPD) on a molecular structure, C22H24N6O5W.

The calculation puts the energy relative to the best compared isomer or geometry (same formula, charge and spin) at 0.1252 eV. As for the spin multiplicity: 3. Its energy is -1624.20789 Eh. As for the total charge: +2. As for the HOMO energy (alpha / beta): -14.04 / -14.52 eV.

Geometry (Å):
H (-0.464, 1.148, -4.667)
H (6.621, 0.372, 0.418)
C (-1.872, -0.845, 3.230)
H (-3.216, 1.936, -0.033)
H (-2.182, -2.957, 3.083)
H (-1.105, 3.690, -2.052)
H (4.961, 2.174, 0.580)
O (-2.171, -0.757, -1.485)
C (-0.404, 1.400, -3.609)
H (-3.902, 1.553, -1.622)
C (-1.801, 1.547, -3.047)
C (1.871, -2.204, -0.763)
O (-3.466, -0.615, 0.342)
C (3.281, 0.951, 0.138)
N (-1.756, 1.718, -1.575)
O (1.035, 3.672, -0.504)
C (-1.162, 1.367, 2.535)
C (-1.736, 1.847, 3.696)
H (-0.634, 2.018, 1.852)
N (-0.821, -0.786, 1.229)
C (0.237, 2.800, -0.648)
C (-2.442, -0.367, 4.401)
H (-2.294, 2.398, -3.521)
N (3.162, -2.508, -0.645)
H (-1.803, -3.754, 0.443)
C (-2.943, -0.107, -0.616)
C (-1.252, -0.002, 2.308)
H (0.183, 2.312, -3.490)
H (-2.921, -1.026, 5.113)
W (-0.402, -0.171, -0.723)
C (-2.370, 0.996, 4.610)
H (-2.813, 1.417, 5.501)
C (-1.182, 3.014, -1.202)
H (-0.118, -3.796, 0.950)
C (-0.902, -3.149, 0.552)
O (0.258, 0.312, -2.901)
H (2.584, 1.766, 0.232)
H (-2.365, 0.647, -3.273)
H (-1.773, 3.521, -0.441)
H (3.582, -3.413, -0.794)
C (5.578, 0.148, 0.245)
N (1.630, -0.925, -0.496)
N (-0.482, -2.590, -0.758)
H (-1.211, -2.792, -1.431)
C (3.850, -1.359, -0.283)
H (1.198, 0.360, -3.113)
C (5.203, -1.141, -0.067)
O (0.430, 1.530, -0.337)
C (-1.169, -2.033, 1.505)
H (0.981, -4.146, -0.934)
H (5.926, -1.942, -0.143)
H (0.789, -3.104, -2.341)
C (0.799, -3.116, -1.250)
C (-3.057, 1.379, -0.952)
H (-1.690, 2.905, 3.918)
C (2.884, -0.347, -0.186)
C (4.628, 1.173, 0.342)
N (-1.784, -2.121, 2.683)

Cartesian forces (eV/Å) of the 6 atoms listed first:
H 0.1 0.0 0.0
H 0.0 0.0 0.0
C 0.1 0.3 -0.2
H 0.1 0.0 0.0
H 0.0 0.0 0.0
H -0.1 0.0 0.0

Atom charges from the Mulliken analysis, given in e for atoms 1 to 8:
1 H 0.49
2 H 0.42
3 C 0.45
4 H 0.44
5 H 0.26
6 H 0.36
7 H 0.48
8 O -0.70